[1]
A molecular structure, C2H3AgO2P. Source: the OMol25 dataset; level of theory: wB97M-V/def2-TZVPD.

LUMO (spin up / spin down)	-13.57 / -13.44	eV
frontier orbital gap (spin up / spin down)	0.1935 / 0.1984	hartree
charge	+2
spin multiplicity	2

```
9
Properties=species:S:1:pos:R:3:lowdin_spin:R:1
O -3.1156 -1.7020 -0.4835 0.506
C -2.1038 -2.0553 -1.0016 0.171
H -1.1768 -2.9491 -1.4862 0.079
P -1.1184 -2.4641 0.3723 0.208
C 1.8568 2.3824 0.4977 0.000
O 1.2972 1.4278 -0.0153 0.003
Ag 0.2447 -0.2057 0.4047 0.033
H 1.3004 3.3144 0.6869 0.000
H 2.8156 2.2514 1.0251 0.000
```


[2]
A molecular structure, C2H3AlFO. Source: the OMol25 dataset; level of theory: wB97M-V/def2-TZVPD.

LUMO	-9.39	eV
frontier orbital gap	0.2282	hartree
charge	+1

```
8
Properties=species:S:1:pos:R:3:mulliken_charge:R:1
Al 0.3244 -1.1463 -1.2049 0.718
O 0.3871 0.3261 -0.2618 -0.164
C -0.9746 0.3809 -0.4822 0.054
C -1.5322 -0.8413 -0.6057 -0.264
H -1.4474 1.2809 -0.0614 0.391
H -2.6222 -0.9030 -0.6372 0.389
F 1.2412 0.4281 1.9186 -0.519
H 0.6281 0.5969 1.0124 0.395
```


[3]
A molecular structure, C2H3AlO2. Source: the OMol25 dataset; level of theory: wB97M-V/def2-TZVPD.

LUMO (spin up / spin down)	-5.38 / -8.01	eV
frontier orbital gap (spin up / spin down)	0.3930 / 0.2559	hartree
charge	+1
spin multiplicity	2

```
8
Properties=species:S:1:pos:R:3:lowdin_spin:R:1
Al 0.1427 1.6282 -3.3746 -0.016
C 0.0300 -0.4463 1.1245 0.019
C -0.0808 -0.0642 -0.3357 0.012
O 1.0116 0.1221 -0.9469 0.594
O -1.1654 0.1035 -0.9541 0.381
H -0.8557 -1.0201 1.3972 0.006
H -0.0927 0.4930 1.6636 -0.001
H 1.0101 -0.8162 1.4259 0.005
```


[4]
A molecular structure, C2H3AlO3. Source: the OMol25 dataset; level of theory: wB97M-V/def2-TZVPD.

LUMO (spin up / spin down)	-2.14 / -2.14	eV
frontier orbital gap (spin up / spin down)	0.2588 / 0.2588	hartree

```
9
Properties=species:S:1:pos:R:3:mulliken_charge:R:1
O -1.0084 -1.0864 -0.9851 -0.441
C -0.1108 -0.7241 -0.0864 0.134
C 0.4785 0.2378 0.8737 -0.104
O 0.3130 0.8455 -2.0986 -0.450
Al -1.0183 1.0396 -1.1332 0.430
H 0.5681 -0.1497 1.8987 0.275
H 1.3496 0.8231 0.5546 0.240
O -0.8480 0.7088 0.6770 -0.412
H 0.2763 -1.6947 0.2993 0.328
```


[5]
C2H3BF2O in the gas phase. Source: the OMol25 dataset; level of theory: wB97M-V/def2-TZVPD.

LUMO	-2.12	eV
frontier orbital gap	0.3389	hartree

```
9
Properties=species:S:1:pos:R:3:mulliken_charge:R:1
B 0.9779 0.6301 -0.6717 0.231
C -1.2386 -0.4422 0.3642 0.506
C 0.1945 -0.2729 0.3526 0.141
O -2.2694 0.1021 0.5991 -0.413
F -1.2999 -1.8621 0.1346 -0.233
F 0.5681 1.5647 0.3747 -0.293
H 0.3970 0.8714 -1.6999 -0.103
H 2.1194 0.3000 -0.7482 -0.107
H 0.5511 -0.8911 1.2945 0.271
```


[6]
A molecular structure, C2H3Br2OP. Source: the OMol25 dataset; level of theory: wB97M-V/def2-TZVPD.

LUMO	-1.09	eV
frontier orbital gap	0.3305	hartree

```
9
Properties=species:S:1:pos:R:3:mulliken_charge:R:1
C -0.0993 2.2992 -1.2016 -0.442
C -1.0750 1.8271 -0.6592 -0.332
O 4.3342 -1.1103 -0.7651 -0.341
P 3.0188 -0.5370 -0.8359 0.552
Br 3.3769 1.2967 0.6493 -0.274
Br 1.4112 -2.9102 0.1312 -0.189
H 0.5275 2.8127 -1.7806 0.422
H 1.9438 -4.1982 0.0078 0.240
H -1.9123 1.4236 -0.0562 0.364
```


Question: Number 3 is which compound?
Answer: C2H3AlO2